C8H14N4S | wB97M-V/def2-TZVPD

Positions of all 27 atoms, in Å:
N (-2.097, 3.832, -2.092)
C (-1.599, 2.497, -1.916)
N (-0.506, 2.019, -2.489)
N (-0.052, 0.849, -1.740)
C (-0.859, 0.410, -0.821)
N (-0.573, -0.854, -0.352)
C (-1.044, -1.231, 0.960)
C (-0.390, -0.445, 2.112)
C (1.126, -0.093, 1.864)
C (1.965, -1.185, 1.255)
C (1.900, -1.388, -0.310)
C (0.503, -1.707, -0.948)
S (-2.273, 1.448, -0.676)
H (-1.571, 4.249, -2.971)
H (-3.103, 3.993, -1.924)
H (-1.045, -2.344, 1.075)
H (-2.103, -0.874, 0.869)
H (-0.410, -0.887, 3.080)
H (-0.838, 0.585, 1.989)
H (1.695, 0.243, 2.825)
H (1.201, 0.815, 1.299)
H (1.610, -2.089, 1.782)
H (3.043, -1.071, 1.444)
H (2.588, -2.243, -0.690)
H (2.239, -0.500, -0.778)
H (0.135, -2.750, -0.905)
H (0.457, -1.277, -1.941)

**Multiplicity**: 1
**E**: -930.36871 Ha
**Lowest unoccupied orbital energy**: 0.51 eV
**HOMO level**: -7.92 eV
**Largest force on an atom**: 3.33 eV/A
**SMILES**: Nc1nnc(N2CCCCCC2)s1

Here are the Löwdin charges for atoms 1 to 8, given in e: number 1, N, carries 0.02; number 2, C, carries -0.72; number 3, N, carries 0.01; number 4, N, carries 0.00; number 5, C, carries -0.64; number 6, N, carries -0.15; number 7, C, carries -0.20; number 8, C, carries -0.15